The following is a DFT calculation (wB97M-V/def2-TZVPD) of a structure of composition C15H25Cl3ORuSi at a distorted geometry.

Values from the calculation:
Spin multiplicity: 5
M (u): 456.9
ΔE to the lowest compared entry with this formula, charge and spin (kcal per mole): 19.8
Total charge: -2
LUMO level (alpha / beta) (eV): 5.0 / 5.0
Kohn-Sham gap (alpha / beta) (eV): 4.4 / 5.1

CARTESIAN COORDINATES (ANGSTROEM)
C1 -0.7895 0.7435 -2.0445
C2 -0.9328 -0.6473 -2.4844
C3 0.3826 -1.2055 -2.6210
C4 -2.1347 -1.2187 -3.0832
C5 1.3356 -0.1787 -2.3859
C6 0.6464 1.0136 -2.0560
C7 1.2366 2.3749 -2.0146
C8 -1.8173 1.7842 -2.3096
C9 0.6787 -2.5833 -3.0605
C10 2.8108 -0.3404 -2.4662
Ru1 -0.6169 -0.2902 -0.1868
Cl1 -2.3243 -3.4395 -1.5718
Cl2 -2.7469 0.1616 0.3510
Cl3 1.0283 -1.8393 0.4195
H1 -2.9969 -0.5609 -3.0045
H2 -2.3915 -2.1971 -2.4312
H3 -1.9424 -1.5950 -4.0939
H4 -0.1197 -3.2588 -2.7243
H5 1.6316 -2.9303 -2.6412
H6 0.7334 -2.6478 -4.1576
H7 3.1156 -1.2723 -1.9687
H8 3.3086 0.5022 -1.9700
H9 3.1366 -0.3766 -3.5166
H10 2.2092 2.3633 -1.4922
H11 0.5583 3.0998 -1.5320
H12 1.4184 2.7474 -3.0438
H13 -2.7992 1.4424 -1.9829
H14 -1.8492 2.0105 -3.3840
H15 -1.5794 2.7076 -1.7774
O1 0.5660 2.3054 1.1644
H16 0.7101 2.6923 0.2626
C11 1.4789 -0.9025 4.5720
Si1 -0.0704 -0.0323 3.9055
C12 -1.5551 -0.9248 4.6030
C13 -0.0130 1.6780 4.6877
C14 -0.2120 0.1673 2.0217
C15 0.0764 1.0858 1.1079
H17 1.4818 -0.9076 5.6743
H18 2.3882 -0.3790 4.2474
H19 1.5397 -1.9449 4.2340
H20 -1.5181 -0.8886 5.7017
H21 -2.4740 -0.4312 4.2639
H22 -1.5799 -1.9753 4.2882
H23 0.8847 2.2091 4.3458
H24 -0.8959 2.2454 4.3679
H25 0.0025 1.6336 5.7860

These are the natural (NBO) partial charges, in e, on atoms 1 to 8:
1. C -0.20
2. C -0.05
3. C -0.01
4. C -0.76
5. C -0.06
6. C -0.06
7. C -0.64
8. C -0.62